The following is a DFT calculation (the ωB97M-V functional and the def2-TZVPD basis) of a single C13H21N3O2S molecule in a non-equilibrium geometry.

SMILES: CCOCCCN1CN(Cc2ccco2)CNC1=S
multiplicity: 1
calculated total energy: -1220.36835 a.u.

The geometry in XYZ format:
```
40
Properties=species:S:1:pos:R:3:lowdin_charge:R:1
C -1.292 -3.628 0.661 -0.01
C 0.284 -3.387 0.850 -0.10
O 0.804 -2.461 -0.192 -0.14
C 2.053 -2.239 -0.009 -0.35
C 2.473 -1.492 -1.287 -0.01
C 1.476 -0.117 -1.486 -0.08
N 1.320 0.749 -0.306 -0.11
C 0.252 0.543 0.585 -0.10
N -0.236 1.918 1.190 -0.10
C -0.930 2.548 0.162 -0.18
C -1.972 1.983 -0.525 -0.26
C -2.286 1.226 -1.503 -0.15
C -3.630 0.681 -1.677 0.03
C -4.226 1.214 -0.253 0.01
O -3.212 1.953 0.333 -0.03
C 0.816 2.359 1.717 -0.44
N 1.957 2.760 1.059 0.07
C 2.267 1.703 -0.034 -0.66
S 3.521 2.170 -1.078 0.59
H -1.888 -2.666 0.837 0.09
H -1.778 -4.232 1.358 0.04
H -1.575 -3.971 -0.300 0.05
H 0.725 -4.127 0.918 0.00
H 0.285 -2.881 1.661 0.05
H 2.598 -3.243 0.031 0.15
H 2.092 -1.750 0.983 0.12
H 2.425 -1.988 -2.002 -0.02
H 3.360 -1.066 -0.758 0.12
H 0.474 -0.547 -1.735 0.12
H 1.910 0.501 -2.176 0.03
H -0.592 -0.045 0.340 0.10
H 0.619 -0.153 1.660 0.20
H -1.214 3.361 0.520 0.06
H -0.165 2.979 -0.779 0.23
H -1.455 1.065 -2.414 0.18
H -4.073 0.266 -2.576 0.07
H -5.137 1.039 0.211 0.07
H 0.397 3.531 2.148 0.19
H 1.018 1.998 2.861 0.17
H 2.535 3.446 1.005 0.01
```

The following is a DFT calculation (the ωB97M-V functional and the def2-TZVPD basis) of an isolated ion of composition C5H13N2 and charge +1 in a non-equilibrium geometry.

SMILES: CC1(C)[C@@H](N)[C@@H]1[NH3+]
multiplicity: 1
calculated total energy: -307.54321 a.u.
charge: +1

The geometry in XYZ format:
```
20
Properties=species:S:1:pos:R:3:lowdin_charge:R:1
C 0.310 1.716 0.835 -0.03
C -0.143 0.553 -0.006 -0.39
C -1.303 0.830 -0.930 -0.04
C 0.960 -0.545 -0.533 -0.24
N 2.338 -0.515 -0.277 0.07
C -0.011 -0.843 0.581 -0.19
N -1.100 -1.826 0.330 0.24
H -0.541 2.170 1.339 0.09
H 0.771 2.474 0.207 0.10
H 1.031 1.415 1.592 0.08
H -2.254 0.806 -0.397 0.09
H -1.339 0.142 -1.776 0.08
H -1.193 1.831 -1.342 0.10
H 0.715 -0.954 -1.505 0.15
H 2.581 -0.014 0.567 0.09
H 2.873 -0.146 -1.053 0.10
H 0.397 -0.948 1.579 0.16
H -0.720 -2.754 0.098 0.19
H -1.661 -1.476 -0.462 0.15
H -1.710 -1.916 1.152 0.18
```

The following is a DFT calculation (the ωB97M-V functional and the def2-TZVPD basis) of C16H18BrCl2SeV as an isolated structure in a non-equilibrium geometry.

multiplicity: 1
calculated total energy: -7460.24302 a.u.
charge: -2

The geometry in XYZ format:
```
39
Properties=species:S:1:pos:R:3:lowdin_charge:R:1
V -0.027 -0.671 1.298 -0.24
Cl -2.295 -1.500 1.200 -0.11
C -0.323 -4.177 2.971 -0.55
Cl 0.347 -2.400 3.165 0.24
H 0.190 -4.451 2.033 -0.13
H -1.354 -3.946 2.672 -0.14
Br -1.463 1.094 3.344 0.75
C -1.605 2.479 2.059 -0.58
C -2.023 3.686 2.538 -0.17
C -2.255 4.759 1.648 -0.12
C -2.092 4.566 0.313 -0.08
C -1.663 3.312 -0.203 -0.18
C -1.546 3.133 -1.604 -0.09
C -1.162 1.922 -2.093 -0.11
C -0.816 0.867 -1.220 -0.14
C -0.843 0.968 0.158 -0.27
C -1.354 2.223 0.671 -0.20
H -2.191 3.805 3.599 0.08
H -2.581 5.719 2.034 0.09
H -2.295 5.369 -0.389 0.09
H -1.783 3.963 -2.263 0.09
H -1.098 1.772 -3.168 0.09
H -0.493 -0.068 -1.657 0.06
Se 1.763 0.485 1.814 0.15
C 2.571 -0.808 -1.442 -0.10
C 1.765 -2.053 -1.076 -0.68
C 1.156 -2.647 -2.352 -0.08
C 2.715 -3.087 -0.450 -0.07
C 0.657 -1.793 -0.075 -0.22
H 3.384 -1.075 -2.131 0.07
H 2.988 -0.353 -0.546 0.01
H 1.936 -0.058 -1.922 0.07
H 1.943 -2.869 -3.083 0.07
H 0.450 -1.949 -2.808 0.07
H 0.615 -3.569 -2.125 0.08
H 3.511 -3.356 -1.156 0.07
H 2.170 -3.991 -0.167 0.08
H 3.162 -2.672 0.456 0.08
H -0.062 -2.628 -0.040 0.03
```

The following is a DFT calculation (the ωB97M-V functional and the def2-TZVPD basis) of a single C4H8O2 molecule.

SMILES: CCCOC=O
multiplicity: 1
calculated total energy: -307.69078 a.u.

The geometry in XYZ format:
```
14
Properties=species:S:1:pos:R:3:lowdin_charge:R:1
C 0.192 -2.042 0.290 -0.11
C -0.667 -0.885 -0.216 -0.23
C -0.182 0.443 0.339 -0.19
O -0.716 1.498 -0.481 -0.03
C -0.092 2.674 -0.384 -0.36
O 0.828 2.925 0.350 0.07
H 0.172 -2.115 1.384 0.08
H -0.154 -2.997 -0.116 0.07
H 1.237 -1.908 -0.015 0.08
H -1.720 -1.041 0.047 0.11
H -0.618 -0.837 -1.310 0.11
H -0.511 0.604 1.372 0.14
H 0.910 0.509 0.325 0.12
H -0.545 3.386 -1.090 0.14
```

The following is a DFT calculation (the ωB97M-V functional and the def2-TZVPD basis) of a 8-piece molecular cluster, C30H62N2O14 overall in a non-equilibrium geometry.

SMILES: CCOC(C)=O.CCOC(C)=O.CCOC(C)=O.CCOC(C)=O.CCOC(C)=O.CCOC(C)=O.CN(C)C=O.CN(C)C=O
multiplicity: 1
calculated total energy: -2343.20606 a.u.

The geometry in XYZ format:
```
108
Properties=species:S:1:pos:R:3:lowdin_charge:R:1
C 4.138 1.326 -3.651 -0.07
C 5.434 2.075 -3.488 -0.21
O 6.221 1.877 -4.679 -0.01
C 7.521 2.171 -4.630 -0.55
C 8.186 2.098 -5.972 0.01
O 8.120 2.407 -3.608 0.09
H 3.569 1.769 -4.465 0.07
H 3.589 1.305 -2.710 0.07
H 4.338 0.284 -3.922 0.08
H 5.192 3.142 -3.478 0.13
H 6.009 1.825 -2.601 0.12
H 9.231 2.358 -5.837 0.09
H 7.709 2.751 -6.704 0.09
H 8.124 1.107 -6.424 0.09
C -8.534 -2.823 0.881 -0.06
C -7.227 -2.756 0.123 -0.23
O -6.325 -1.837 0.734 -0.04
C -6.395 -0.537 0.433 -0.53
C -5.420 0.291 1.221 0.04
O -7.230 -0.080 -0.316 0.10
H -8.366 -3.269 1.867 0.08
H -9.312 -3.420 0.413 0.08
H -8.869 -1.806 1.085 0.08
H -6.738 -3.723 0.093 0.09
H -7.404 -2.399 -0.894 0.12
H -5.457 0.085 2.288 0.10
H -5.531 1.362 1.085 0.07
H -4.425 0.029 0.845 0.06
C -1.843 -0.291 -0.898 -0.04
C -0.544 0.454 -1.155 -0.23
O -0.098 1.059 0.040 -0.03
C 1.022 1.786 0.060 -0.53
C 1.417 2.095 1.466 0.03
O 1.603 2.110 -0.952 0.09
H -2.409 0.276 -0.153 0.06
H -1.639 -1.292 -0.517 0.06
H -2.501 -0.389 -1.760 0.08
H 0.234 -0.264 -1.441 0.13
H -0.607 1.198 -1.953 0.12
H 0.521 2.044 2.078 0.06
H 2.010 3.008 1.498 0.10
H 2.139 1.369 1.853 0.08
C 1.702 -4.007 -5.415 -0.07
C 1.897 -2.938 -6.492 -0.21
O 1.948 -1.665 -5.853 -0.02
C 0.777 -1.025 -5.674 -0.54
C 0.948 0.109 -4.701 0.02
O -0.270 -1.395 -6.124 0.11
H 1.373 -4.985 -5.770 0.08
H 0.929 -3.761 -4.680 0.08
H 2.617 -4.097 -4.827 0.08
H 2.817 -3.130 -7.035 0.12
H 1.050 -2.963 -7.178 0.11
H 1.641 -0.140 -3.903 0.08
H -0.015 0.359 -4.258 0.08
H 1.273 1.028 -5.190 0.09
C 1.339 -2.314 2.769 -0.05
C -0.078 -1.888 3.136 -0.21
O -0.232 -1.218 4.395 0.01
C -0.651 0.040 4.372 -0.55
C -0.723 0.643 5.754 0.03
O -0.933 0.676 3.383 0.08
H 1.805 -2.844 3.600 0.08
H 2.026 -1.505 2.519 0.07
H 1.210 -2.962 1.904 0.08
H -0.555 -1.334 2.329 0.11
H -0.669 -2.806 3.221 0.12
H -0.875 1.716 5.752 0.09
H 0.270 0.504 6.191 0.07
H -1.471 0.086 6.316 0.09
C 3.156 1.083 5.229 -0.07
C 4.622 0.799 5.437 -0.21
O 5.366 1.377 4.349 0.00
C 6.632 0.995 4.243 -0.56
C 7.366 1.679 3.119 0.02
O 7.161 0.145 4.914 0.10
H 2.785 0.607 4.319 0.06
H 2.905 2.141 5.137 0.09
H 2.611 0.676 6.082 0.07
H 4.965 1.154 6.407 0.13
H 4.793 -0.277 5.383 0.12
H 7.808 2.636 3.391 0.09
H 6.667 1.849 2.298 0.08
H 8.165 1.031 2.771 0.09
C -4.328 -4.105 -1.227 -0.07
N -3.231 -3.896 -0.325 -0.17
C -3.427 -3.194 0.934 -0.03
C -2.002 -4.394 -0.613 -0.34
O -0.989 -4.154 0.013 0.00
H -5.137 -4.720 -0.828 0.08
H -3.962 -4.511 -2.170 0.09
H -4.844 -3.195 -1.558 0.09
H -4.160 -3.734 1.532 0.10
H -2.503 -3.171 1.509 0.07
H -3.684 -2.145 0.813 0.07
H -2.009 -5.022 -1.519 0.13
C -4.937 4.364 1.166 -0.07
N -3.547 4.590 1.501 -0.19
C -2.641 3.543 1.152 -0.06
C -3.140 5.830 1.853 -0.34
O -1.993 6.168 2.068 0.02
H -5.546 5.227 0.912 0.09
H -5.457 3.790 1.944 0.09
H -5.010 3.674 0.316 0.08
H -2.884 2.538 1.511 0.08
H -2.546 3.411 0.065 0.10
H -1.637 3.723 1.531 0.09
H -3.992 6.527 1.944 0.13
```

The following is a DFT calculation (the ωB97M-V functional and the def2-TZVPD basis) of a single C2H4S3 molecule in a non-equilibrium geometry.

SMILES: CSC(=S)S
multiplicity: 1
calculated total energy: -1273.09905 a.u.

The geometry in XYZ format:
```
9
Properties=species:S:1:pos:R:3:lowdin_charge:R:1
C -0.794 0.495 -0.029 -0.27
S 0.971 -0.264 -0.592 0.68
C 2.660 0.142 0.113 -1.52
S 3.185 1.468 0.916 0.56
S 3.677 -1.265 -0.334 0.68
H -0.643 1.590 -0.032 0.03
H -1.199 0.089 0.894 0.02
H -1.379 -0.037 -0.868 0.05
H 2.579 -1.748 -0.888 -0.21
```

So what do the calculations give for LUMO energy? Going down the list: 0.0210; -0.1304; 0.1761; 0.0365; 0.0128; -0.0138 hartree.